Entry P
DFT (ωB97M-V with the def2-TZVPD basis set) results for a cluster of 2 separate species, C6H6N2OS2 in total.

Output
- HOMO level: -8.462 eV
- SMILES string: O/C=C/SC=S.N#CC=C=N
- HOMO-LUMO gap: 7.8482 eV
- Spin multiplicity: 1
- LUMO: -0.023 Eh

Each atom is followed by the atoms it is bonded to, with distances in Å.
Cartesian coordinates (Å):
1 O -3.6294 -0.7243 -0.4177  C2 1.338, H7 0.983
2 C -2.2951 -0.6696 -0.3299  O1 1.338, C3 1.359, H8 1.119
3 C -1.6811 -1.5713 0.4802  C2 1.359, S4 1.788, H9 1.121
4 S 0.0575 -1.9083 0.7240  C3 1.788, C5 1.659
5 C 0.9869 -1.2052 -0.4572  S4 1.659, S6 1.667, H10 1.099
6 S 2.6156 -1.5415 -0.5743  C5 1.667
7 H -4.1302 0.1212 -0.3957  O1 0.983
8 H -1.8472 0.2681 -0.7445  C2 1.119
9 H -2.1031 -2.5535 0.8193  C3 1.121
10 H 0.7428 -0.3133 -1.0508  C5 1.099
11 N -0.9493 2.0390 -0.4090  C12 1.173
12 C 0.0198 1.7123 0.1652  N11 1.173, C13 1.388
13 C 1.1753 1.2365 0.7689  C12 1.388, C14 1.274, H16 1.132
14 C 2.3617 1.4962 0.3840  C13 1.274, N15 1.187
15 N 3.4922 1.7215 0.0994  C14 1.187, H17 1.039
16 H 1.0924 0.4971 1.6225  C13 1.132
17 H 4.0911 1.3953 -0.6843  N15 1.039

***

Entry Q
DFT (ωB97M-V with the def2-TZVPD basis set) results for a cluster of 2 separate species, C6H6N2OS2 in total.

Output
- HOMO level: -8.967 eV
- SMILES string: O/C=C/SC=S.N#CC=C=N
- HOMO-LUMO gap: 8.5429 eV
- Spin multiplicity: 1
- LUMO: -0.016 Eh

Each atom is followed by the atoms it is bonded to, with distances in Å.
Cartesian coordinates (Å):
1 O 3.1668 -0.2191 -0.1368  C2 1.311, H7 1.028
2 C 2.1777 0.5732 0.1998  O1 1.311, C3 1.336, H8 1.121
3 C 1.9147 1.8433 -0.1204  C2 1.336, S4 1.764, H9 1.091
4 S 0.4573 2.6446 0.4669  C3 1.764, C5 1.725
5 C -0.8417 1.6888 -0.1464  S4 1.725, S6 1.609, H10 1.111
6 S -2.3780 2.0185 0.1992  C5 1.609
7 H 2.7710 -1.1460 -0.3403  O1 1.028
8 H 1.5412 0.0037 0.9260  C2 1.121
9 H 2.4378 2.3287 -0.9456  C3 1.091
10 H -0.5734 0.7960 -0.7500  C5 1.111
11 N 1.1653 -2.0123 -0.1140  C12 1.141
12 C 0.0731 -1.9781 0.2136  N11 1.141, C13 1.448
13 C -1.3342 -1.9660 0.5534  C12 1.448, C14 1.294, H16 1.168
14 C -2.2491 -1.3633 -0.1344  C13 1.294, N15 1.183
15 N -3.1665 -0.9432 -0.7513  C14 1.183, H17 0.969
16 H -1.7284 -2.2575 1.6131  C13 1.168
17 H -3.4337 -0.0114 -0.7327  N15 0.969

***

Of them, entry P has the lowest stability.

***

Entry P
DFT (ωB97M-V with the def2-TZVPD basis set) results for a cluster of 2 separate species, C2H9N2O in total.

Output
- HOMO level: -15.014 eV
- Charge: +1
- HOMO-LUMO gap: 11.8117 eV
- Spin multiplicity: 1
- LUMO: -0.118 Eh

Each atom is followed by the atoms it is bonded to, with distances in Å.
Cartesian coordinates (Å):
1 C -1.9995 -1.5441 -1.3837  N2 1.513, H3 1.137, H4 1.085, H5 1.137
2 N -1.5904 -0.6336 -0.2468  C1 1.513, H6 1.022, H7 1.012, H8 1.110
3 H -2.9104 -2.1197 -1.0223  C1 1.137
4 H -2.2331 -1.0056 -2.2957  C1 1.085
5 H -1.2938 -2.4306 -1.4828  C1 1.137
6 H -1.7314 -1.0811 0.6607  N2 1.022
7 H -2.1204 0.2272 -0.3017  N2 1.012
8 H -0.5308 -0.3034 -0.2115  N2 1.110
9 C 1.7327 0.6388 0.4862  N10 1.350, O11 1.190, H12 1.009
10 N 1.5015 1.6612 1.3365  C9 1.350, H13 0.932, H14 1.028
11 O 0.9310 0.0654 -0.1805  C9 1.190
12 H 2.5960 0.2121 0.7874  C9 1.009
13 H 0.8299 2.2251 1.0216  N10 0.932
14 H 2.1686 1.9918 2.0455  N10 1.028

***

Entry Q
DFT (ωB97M-V with the def2-TZVPD basis set) results for a cluster of 2 separate species, C2H9N2O in total.

Output
- HOMO level: -12.703 eV
- Charge: +1
- HOMO-LUMO gap: 9.4792 eV
- Spin multiplicity: 1
- LUMO: -0.118 Eh

Each atom is followed by the atoms it is bonded to, with distances in Å.
Cartesian coordinates (Å):
1 C -0.6164 1.0124 -0.2951  C2 1.407, N4 1.467, H5 1.197
2 C -1.2229 -0.1480 0.2195  C1 1.407, N3 1.352, H6 1.106
3 N -2.5142 -0.5272 0.3480  C2 1.352, H7 1.004, H8 1.015
4 N 0.8380 1.1068 -0.1276  C1 1.467, H9 0.955, H10 1.155, H11 1.048
5 H -1.0918 1.9131 -0.9249  C1 1.197
6 H -0.5710 -0.9622 0.5867  C2 1.106
7 H -3.2725 0.0633 0.0583  N3 1.004
8 H -2.7796 -1.5065 0.3170  N3 1.015
9 H 1.0686 1.5882 0.6648  N4 0.955
10 H 1.4027 1.6472 -0.9780  N4 1.155
11 H 1.2466 0.1465 -0.0340  N4 1.048
12 H 2.2950 -1.7516 -0.6377  O14 0.977
13 H 2.8923 -1.5076 0.7370  O14 0.980
14 O 2.3254 -1.0743 0.0659  H12 0.977, H13 0.980

***

Of them, entry Q has the lowest stability.

***

Entry P
DFT (ωB97M-V with the def2-TZVPD basis set) results for the molecule C5H10N2O2S.

Output
- HOMO level: -9.146 eV
- SMILES string: C=CS(=O)(=O)CC/C=N\N
- HOMO-LUMO gap: 9.6445 eV
- Spin multiplicity: 1
- LUMO: 0.018 Eh

Each atom is followed by the atoms it is bonded to, with distances in Å.
Cartesian coordinates (Å):
1 C 0.6495 -2.0517 0.6215  C2 1.333, H11 1.109, H12 1.042
2 C 0.8706 -1.3157 -0.4675  C1 1.333, S3 1.749, H13 1.096
3 S 1.8282 0.1258 -0.2174  C2 1.749, O4 1.428, O5 1.449, C6 1.771
4 O 2.0584 0.7792 -1.4660  S3 1.428
5 O 3.0261 -0.1700 0.5430  S3 1.449
6 C 0.7517 1.0960 0.8011  S3 1.771, C7 1.498, H14 1.045, H15 1.055
7 C -0.4092 1.5833 -0.0108  C6 1.498, C8 1.574, H16 1.101, H17 1.152
8 C -0.7750 0.6008 -1.1848  C7 1.574, N9 1.243, H18 1.100
9 N -1.6329 -0.2972 -1.1297  C8 1.243, N10 1.365
10 N -2.3378 -0.5501 0.0116  N9 1.365, H19 0.971, H20 1.072
11 H -0.0745 -2.8752 0.7905  C1 1.109
12 H 1.1582 -1.7379 1.4747  C1 1.042
13 H 0.6296 -1.5110 -1.5187  C2 1.096
14 H 1.1039 1.9878 1.2163  C6 1.045
15 H 0.5003 0.5539 1.6705  C6 1.055
16 H -1.1979 1.5825 0.7568  C7 1.101
17 H -0.2730 2.6681 -0.3740  C7 1.152
18 H -0.4018 0.8323 -2.1937  C8 1.100
19 H -2.3958 0.0123 0.8009  N10 0.971
20 H -3.0785 -1.3132 -0.1240  N10 1.072

***

Entry Q
DFT (ωB97M-V with the def2-TZVPD basis set) results for the molecule C5H10N2O2S.

Output
- HOMO level: -9.587 eV
- SMILES string: C=CS(=O)(=O)CC/C=N\N
- HOMO-LUMO gap: 10.2993 eV
- Spin multiplicity: 1
- LUMO: 0.026 Eh

Each atom is followed by the atoms it is bonded to, with distances in Å.
Cartesian coordinates (Å):
1 C -1.9245 1.3362 -0.0166  C2 1.312, H11 1.138, H12 1.090
2 C -1.6206 0.3729 0.8209  C1 1.312, S3 1.887, H13 1.164
3 S 0.0069 0.7390 1.7019  C2 1.887, O4 1.434, O5 1.433, C6 1.899
4 O 0.5405 -0.2599 2.5811  S3 1.434
5 O -0.3364 1.9940 2.3021  S3 1.433
6 C 1.3542 0.7305 0.3629  S3 1.899, C7 1.570, H14 1.060, H15 1.172
7 C 1.5911 -0.7751 -0.0131  C6 1.570, C8 1.547, H16 1.170, H17 1.125
8 C 0.1907 -1.4123 -0.1789  C7 1.547, N9 1.205, H18 1.080
9 N -0.5981 -1.4023 -1.0900  C8 1.205, N10 1.354
10 N -0.2663 -0.7174 -2.2099  N9 1.354, H19 1.058, H20 1.003
11 H -2.9612 1.2593 -0.4789  C1 1.138
12 H -1.4095 2.2410 -0.3405  C1 1.090
13 H -2.2065 -0.5543 1.2120  C2 1.164
14 H 2.2639 1.0093 0.8312  C6 1.060
15 H 1.0220 1.3467 -0.5767  C6 1.172
16 H 2.1187 -0.8355 -1.0552  C7 1.170
17 H 2.2884 -1.1935 0.7639  C7 1.125
18 H -0.1390 -1.9850 0.6756  C8 1.080
19 H 0.7774 -0.6264 -2.3585  N10 1.058
20 H -0.6917 -1.2674 -2.9332  N10 1.003

***

Of them, entry Q has the lowest stability.

***

Entry P
DFT (ωB97M-V with the def2-TZVPD basis set) results for a cluster of 14 separate species, C6H38O14 in total.

Output
- HOMO level: -9.573 eV
- HOMO-LUMO gap: 9.4552 eV
- Spin multiplicity: 1
- LUMO: -0.004 Eh

Each atom is followed by the atoms it is bonded to, with distances in Å.
Cartesian coordinates (Å):
1 O -3.1813 -1.4874 -0.2889  C2 1.215
2 C -2.8740 -1.3076 -1.4509  O1 1.215, C3 1.495, H8 1.115
3 C -1.5732 -1.6745 -2.0893  C2 1.495, C4 1.542, H9 1.103, H10 1.100
4 C -0.2541 -1.3357 -1.3670  C3 1.542, C5 1.570, H11 1.087, H12 1.091
5 C -0.1692 -1.7903 0.1328  C4 1.570, C6 1.518, H13 1.083, H14 1.100
6 C 1.0767 -1.1920 0.7616  C5 1.518, C7 1.532, H15 1.105, H16 1.103
7 C 2.2496 -2.1507 0.9926  C6 1.532, H17 1.108, H18 1.083, H19 1.105
8 H -3.7264 -1.0254 -2.1114  C2 1.115
9 H -1.4914 -1.1883 -3.0757  C3 1.103
10 H -1.6010 -2.7651 -2.2340  C3 1.100
11 H 0.5269 -1.8947 -1.8765  C4 1.087
12 H 0.0300 -0.2909 -1.4987  C4 1.091
13 H -1.0978 -1.5805 0.6492  C5 1.083
14 H -0.1647 -2.8875 0.0582  C5 1.100
15 H 1.2453 -0.1919 0.3242  C6 1.105
16 H 0.8396 -0.8683 1.7892  C6 1.103
17 H 1.8762 -2.8623 1.7549  C7 1.108
18 H 3.1123 -1.6185 1.3742  C7 1.083
19 H 2.6789 -2.6198 0.0891  C7 1.105
20 H 0.4114 1.8841 1.3024  O22 0.962
21 H 0.7319 2.7498 -0.0079  O22 0.954
22 O 0.1932 2.0662 0.3838  H20 0.962, H21 0.954
23 H -1.2220 0.2378 3.3977  O25 0.986
24 H -1.9388 1.7521 3.2334  O25 0.972
25 O -1.1997 1.2104 3.5569  H23 0.986, H24 0.972
26 H -2.7717 -0.7896 2.0663  O28 0.963
27 H -2.6068 -1.5801 3.4403  O28 0.959
28 O -2.1719 -1.0437 2.7755  H26 0.963, H27 0.959
29 H 1.9195 -1.5323 -3.3979  O31 0.969
30 H 2.5111 -2.9202 -3.5468  O31 0.961
31 O 1.7224 -2.4116 -3.7549  H29 0.969, H30 0.961
32 H 0.3503 1.5399 -3.7840  O34 0.971
33 H 0.5819 0.6789 -5.0464  O34 0.949
34 O 0.5415 0.6409 -4.0987  H32 0.971, H33 0.949
35 H 0.3499 1.5364 4.1388  O37 0.986
36 H 1.6057 0.9927 4.9194  O37 0.953
37 O 1.2667 1.7410 4.4371  H35 0.986, H36 0.953
38 H -2.1402 -4.3268 0.6960  O40 0.976
39 H -3.4406 -3.6719 0.9529  O40 0.966
40 O -2.9269 -4.4275 1.2656  H38 0.976, H39 0.966
41 H -3.4373 0.6716 0.6232  O43 0.970
42 H -4.6690 1.4360 1.0085  O43 0.961
43 O -3.9219 0.9800 1.4045  H41 0.970, H42 0.961
44 H 3.0320 2.0384 2.2295  O46 0.982
45 H 1.7990 2.2846 2.9420  O46 0.997
46 O 2.2564 2.6322 2.1270  H44 0.982, H45 0.997
47 H 2.5915 2.3826 -0.8117  O49 0.948
48 H 3.1374 1.9087 -2.2539  O49 0.968
49 O 2.4711 1.8119 -1.5589  H47 0.948, H48 0.968
50 H -1.6972 2.2193 -1.8894  O52 0.961
51 H -1.3065 1.5513 -0.4852  O52 0.971
52 O -1.8494 1.4855 -1.2874  H50 0.961, H51 0.971
53 H 3.6206 0.2478 -4.0331  O55 0.969
54 H 2.9563 0.2263 -2.6352  O55 0.971
55 O 3.6662 -0.1759 -3.1623  H53 0.969, H54 0.971
56 H 0.4916 4.2215 1.3207  O58 0.960
57 H 1.2233 5.3690 0.6098  O58 0.971
58 O 0.3664 5.1141 0.9890  H56 0.960, H57 0.971

***

Entry Q
DFT (ωB97M-V with the def2-TZVPD basis set) results for a cluster of 14 separate species, C6H38O14 in total.

Output
- HOMO level: -10.205 eV
- HOMO-LUMO gap: 10.3368 eV
- Spin multiplicity: 1
- LUMO: 0.005 Eh

Each atom is followed by the atoms it is bonded to, with distances in Å.
Cartesian coordinates (Å):
1 O 0.5227 0.6983 0.4571  C2 1.224
2 C 0.0411 0.1179 -0.5071  O1 1.224, C3 1.483, H8 1.098
3 C -1.2585 -0.5837 -0.3766  C2 1.483, C4 1.554, H9 1.084, H10 1.100
4 C -1.9505 -0.9674 -1.7138  C3 1.554, C5 1.530, H11 1.098, H12 1.100
5 C -1.2418 -1.8770 -2.7189  C4 1.530, C6 1.520, C7 1.538, H13 1.099
6 C -1.1947 -1.2516 -4.1040  C5 1.520, H14 1.090, H15 1.097, H16 1.092
7 C -2.0145 -3.1938 -2.8999  C5 1.538, H17 1.112, H18 1.085, H19 1.075
8 H 0.6525 -0.0521 -1.4027  C2 1.098
9 H -1.9769 -0.0222 0.2102  C3 1.084
10 H -1.2065 -1.5311 0.1801  C3 1.100
11 H -2.8130 -1.4978 -1.2881  C4 1.098
12 H -2.3978 -0.0392 -2.1002  C4 1.100
13 H -0.2598 -2.1612 -2.3160  C5 1.099
14 H -2.1080 -0.8606 -4.5532  C6 1.090
15 H -0.9799 -2.0579 -4.8169  C6 1.097
16 H -0.3969 -0.5093 -4.1672  C6 1.092
17 H -2.3894 -3.5904 -1.9315  C7 1.112
18 H -2.8849 -2.9943 -3.5169  C7 1.085
19 H -1.4112 -4.0185 -3.2322  C7 1.075
20 H 1.9529 -2.4228 4.1813  O22 0.965
21 H 2.5518 -1.7039 2.9798  O22 0.969
22 O 1.8769 -1.6095 3.6682  H20 0.965, H21 0.969
23 H 0.0549 -2.6759 3.3427  O25 0.967
24 H -0.5235 -2.6444 1.9206  O25 0.960
25 O -0.4806 -3.1806 2.7159  H23 0.967, H24 0.960
26 H 2.4553 -1.9307 -1.5031  O28 0.965
27 H 2.5907 -3.1004 -0.4462  O28 0.960
28 O 2.4695 -2.1557 -0.5647  H26 0.965, H27 0.960
29 H 4.6706 -0.7038 1.2109  O31 0.962
30 H 3.3294 -1.3395 0.8305  O31 0.976
31 O 4.0321 -1.3589 1.5079  H29 0.962, H30 0.976
32 H 0.0533 2.7350 -1.2919  O34 0.956
33 H -0.2735 2.7250 -2.8711  O34 0.954
34 O 0.3777 2.6109 -2.1827  H32 0.956, H33 0.954
35 H -0.7319 4.3752 0.1964  O37 0.990
36 H -1.9460 4.1428 -0.5955  O37 0.964
37 O -1.0240 4.3789 -0.7494  H35 0.990, H36 0.964
38 H -1.3534 2.5701 1.7984  O40 0.976
39 H -1.2653 3.9031 2.4621  O40 0.967
40 O -1.5949 3.5031 1.6462  H38 0.976, H39 0.967
41 H 2.3327 2.7966 1.2992  O43 0.962
42 H 0.8509 2.6466 1.0126  O43 0.965
43 O 1.4912 3.2490 1.4114  H41 0.962, H42 0.965
44 H -1.8757 0.1447 2.7340  O46 0.958
45 H -2.5732 1.3827 3.4776  O46 0.957
46 O -2.2940 1.0016 2.6458  H44 0.958, H45 0.957
47 H 0.5864 0.8727 3.1677  O49 0.957
48 H 0.3637 -0.4485 4.0983  O49 0.959
49 O 0.0260 0.3874 3.7723  H47 0.957, H48 0.959
50 H 3.6013 1.7982 -0.4614  O52 0.961
51 H 2.5533 0.6556 -0.3093  O52 0.963
52 O 3.4743 0.8472 -0.5151  H50 0.961, H51 0.963
53 H 3.2675 -0.9558 -3.3879  O55 0.965
54 H 2.1311 -0.0147 -3.7040  O55 0.963
55 O 2.4179 -0.6539 -3.0431  H53 0.965, H54 0.963
56 H -4.7922 -0.9712 0.6444  O58 0.963
57 H -4.9801 -1.8400 -0.5935  O58 0.962
58 O -4.8025 -0.9354 -0.3179  H56 0.963, H57 0.962

***

Of them, entry Q has the lowest stability.